45
Properties=species:S:1:pos:R:3 method="wB97M-V/def2-TZVPD" gap_ev=7.447 e_tot_ev=-46902.8363 e_above_lowest_kj_mol=0.0
Y -1.09102 -1.15932 0.01179
H -0.71842 1.53987 -3.04519
C 0.66481 1.44142 -0.62386
Te -3.95631 -0.96822 0.80913
H 3.46584 2.54164 0.45792
H 2.65561 2.47944 -2.98588
C 1.59796 -1.64277 1.62973
C 0.94496 -2.21961 4.02304
H 1.91969 -2.66492 4.20954
O -0.66467 -1.67473 2.29364
O -0.48623 0.97069 -0.39585
H 0.08205 -3.87377 1.10652
H 0.99985 -1.16620 4.29854
H -2.40988 -0.91714 -2.33189
H -5.14172 2.20353 -3.58780
H 3.24144 0.86818 1.03797
C 2.94044 1.60005 0.28691
O 1.07984 -1.31076 0.49531
C 0.24375 1.03051 -2.95478
N 1.07193 1.61578 -1.90582
C -3.61911 0.65304 -3.29341
H 0.78462 1.11723 -3.89500
C -3.96196 -0.00144 -1.07604
H 1.41486 -4.32636 2.18599
H 0.20182 -2.72164 4.64862
C 0.96720 1.81688 1.73539
H -0.09350 2.04959 1.71961
O 2.73548 -1.44464 2.01106
C 0.59539 -2.36757 2.56171
C 0.45067 -3.82118 2.13381
H 1.21085 3.49558 -2.82448
H 2.28435 3.27150 -1.44565
C 1.85401 2.77665 -2.30884
H -0.24986 -4.34222 2.78969
C -3.21293 -0.19426 -2.21001
H 1.11727 0.85966 2.23815
S -5.13163 1.23286 -1.34125
H 3.21218 1.20351 -0.68635
N 1.49294 1.78261 0.37673
C -4.64119 1.47793 -2.96641
H -3.15206 0.63269 -4.26924
F -0.96980 -2.57629 -1.45480
H -1.29819 -1.83298 3.00363
H 0.07343 -0.02547 -2.75349
H 1.49525 2.59063 2.29159

45
Properties=species:S:1:pos:R:3 method="wB97M-V/def2-TZVPD" gap_ev="7.936 / 7.919" e_tot_ev=-126608.9724
H 2.16696 -0.06495 -0.13628
H -2.23684 1.13190 -4.60773
C 1.70323 -0.22526 2.49864
H 1.84373 -1.60229 -0.53966
H 1.51550 2.43372 1.51530
O -3.38993 1.33606 -2.38244
H 0.06006 3.38420 1.73749
C -1.27188 0.86251 -4.20337
H -0.02605 -1.76203 3.30682
N -1.68829 -1.38732 1.23929
Fe -0.39108 -0.34049 -0.30465
H -0.63613 -0.46688 4.33384
N 1.92489 -2.87829 -2.54889
N -0.00709 0.36248 -2.24155
N -0.04918 1.81670 0.28893
H -1.50321 -2.38276 1.19370
H 0.41116 2.29387 -0.47707
H -1.04859 1.97587 0.16963
H -1.08594 1.58882 2.84165
C 1.04350 0.32193 -4.38132
Se -0.85172 -2.66099 -1.49682
C -0.51451 -0.78434 3.28671
C 1.98147 -1.29819 1.46532
N 1.58202 -0.86050 0.11253
H 1.94192 0.14029 -4.95407
H 3.04654 -1.54685 1.49458
H -2.52264 -1.19424 0.69172
H 2.29135 0.66340 2.24933
H 2.06415 -0.56789 3.48094
C -1.16325 0.68908 -2.83574
C -0.15178 0.66507 -4.99267
O -2.18724 0.39884 -0.73583
C -2.37913 0.83124 -1.93041
H -2.40667 0.00320 2.60648
C -0.00059 1.50560 2.73916
C 0.82126 -2.82509 -2.19268
H 1.42600 -2.21136 1.68777
C 0.42596 2.36716 1.56564
C -1.86645 -0.94553 2.62425
H -2.46580 -1.64512 3.21633
H 0.43812 1.91073 3.66718
N 0.30889 0.11925 2.52408
H -0.21005 0.76584 -6.06847
C 1.07046 0.18515 -3.00500
H 1.98689 -0.10252 -2.50263

44
Properties=species:S:1:pos:R:3 method="wB97M-V/def2-TZVPD" gap_ev="7.123 / 5.412" total_charge=+2 spin_multiplicity=3 s_squared=2.01 e_tot_ev=-77804.9663 e_above_lowest_kj_mol=0.0
C -1.12978 -1.52918 2.06437
C 0.27791 -0.52492 -4.26560
O -0.06255 -0.44169 -1.95547
C -1.71135 -2.06412 -7.92990
H -0.39083 1.36063 1.99901
C -0.26377 -1.90073 -4.18910
C 3.02442 2.68056 -3.22170
C -1.22686 -1.51250 -6.62632
H -0.42232 -0.43479 3.68278
H -1.23127 -1.94823 -3.66989
H 2.53459 1.05755 -4.58382
H 0.47940 -2.72581 -6.15257
C -0.52404 -2.47442 -5.75907
H -2.45504 1.62357 -6.79638
C -2.24143 0.65015 -7.25774
O 1.26082 1.47757 -0.48439
H -3.20608 0.20056 -7.53717
H -1.37444 -1.46369 -8.78748
H -1.69737 0.84595 -8.19533
C 0.50273 0.05858 -2.94461
C 2.05576 1.80202 -3.94494
C -1.01352 0.43265 -5.08049
C 1.72654 1.73400 -1.62090
N -1.65410 -2.46568 2.88091
H 0.44591 -2.58353 -3.71479
H 4.04266 2.28828 -3.30865
S -1.32655 -1.56686 0.38190
H -2.81090 -2.10452 -7.97574
H -2.13036 -3.26053 2.47230
H 2.98218 3.72030 -3.55614
H 1.08725 0.65973 2.08354
H 1.33107 2.37666 -4.53565
H -1.07873 -3.41286 -5.64686
N 1.36280 1.14092 -2.81487
H -0.57728 1.42383 -5.22668
H -1.40241 -2.51645 3.85902
Ni 0.02183 0.03086 -0.11309
H -1.34094 -3.08574 -8.07361
H -1.78964 0.47688 -4.29866
C -1.45734 -0.21525 -6.31925
O 2.64527 2.65102 -1.79332
N -0.43031 -0.55707 2.66976
H 1.13960 -0.41563 -4.93382
N 0.10787 0.47753 1.83920

44
Properties=species:S:1:pos:R:3 method="wB97M-V/def2-TZVPD" gap_ev=9.244 smiles=OCCNc1nc(N2CCOCC2)nc(N2CCOCC2)n1 e_tot_ev=-28921.9145
O -2.07466 -4.34845 -0.02927
C -2.54724 -3.21213 -0.71836
H 1.81803 1.75000 2.57845
C -1.94529 2.17260 -2.05008
C -0.56624 1.30813 -0.23188
H 0.58319 -3.99869 -0.44972
H -2.10378 1.10892 -2.21914
H -2.90792 2.68702 -1.95381
O -0.83946 4.14830 -2.93376
H -3.02223 -2.51472 -0.01087
H -3.29375 -3.57497 -1.42666
H 1.89860 -1.17374 2.98575
N 0.25365 1.59235 0.78446
H 0.87020 3.75189 -1.84765
H 4.76204 -1.10882 3.80166
C -1.14588 2.79728 -3.20022
C 0.80316 0.52818 1.36808
N -1.21210 2.33740 -0.81776
H -0.98140 -3.15121 -2.20747
H -1.75972 -1.56706 -1.90360
N 0.61948 -0.73667 1.00593
C -1.40627 -2.48904 -1.44504
H -1.72434 2.79387 -4.12544
C 3.77512 -0.35671 2.30372
N 1.57892 0.77927 2.44922
C 2.42821 -0.22066 3.03604
C -0.85254 3.70838 -0.54347
H 0.09371 5.34794 -1.61939
O 4.60344 -1.33496 2.87807
C 0.10275 -3.30623 0.25007
C -0.20361 -0.90546 -0.03388
H -0.78149 -4.93502 1.39286
H -1.51914 -3.32954 1.67788
H 4.28266 0.62051 2.28193
H -1.77140 4.28441 -0.38739
N -0.82779 0.07924 -0.68241
N -0.37165 -2.16228 -0.49303
H -0.23814 3.72892 0.35526
H -0.21735 2.22398 -3.34663
H 2.60110 0.04196 4.08570
H 3.59611 -0.67984 1.27637
C -1.08870 -4.00136 0.91921
C -0.09052 4.27987 -1.74515
H 0.82221 -2.96286 0.99142